Entry A
Here is C6H12N2O as an isolated structure from the OMol25 dataset. Energies are from the ωB97M-V functional and the def2-TZVPD basis.

The gap between HOMO and LUMO is 0.2770 Ha. Its net charge is 0. As for the spin multiplicity: 1.

Last column: Mulliken charge in e.
Positions of all 21 atoms, in Å:
C -0.13785 -1.85391 0.68222  -0.760
C 1.40553 -0.98791 -0.17727  -0.708
C -0.20253 2.19882 -1.02441  -1.535
N -0.94710 -0.81007 1.12494  -0.300
C -0.27955 1.29118 0.17587  0.999
C -1.25183 0.16467 0.14410  0.313
N 2.33780 -0.39485 0.71707  -0.527
C -2.17579 -0.06596 -0.79469  -0.920
O 0.20388 1.61703 1.26634  -0.617
H -0.57251 -0.34824 1.95416  0.370
H 1.98355 0.45591 1.14692  0.275
H 2.59772 -1.03157 1.45627  0.254
H 0.19704 -2.49910 1.49255  0.419
H -0.55185 -2.36483 -0.18116  0.278
H 1.25745 -0.39981 -1.08198  0.321
H 1.80762 -1.92203 -0.57097  0.416
H -0.11972 1.63058 -1.95165  0.377
H 0.65511 2.86087 -0.91611  0.359
H -1.10268 2.81198 -1.07573  0.381
H -2.34239 0.61702 -1.60961  0.289
H -2.76190 -0.96979 -0.77687  0.317



Entry B
Here is one molecule with the formula C6H12N2O from the OMol25 dataset. Energies are from the ωB97M-V functional and the def2-TZVPD basis.

The gap between HOMO and LUMO is 0.2910 Ha. Its net charge is 0. As for the spin multiplicity: 1.

Last column: Mulliken charge in e.
Positions of all 21 atoms, in Å:
C 1.81508 -0.86843 0.86598  -1.472
C -2.10298 -1.13766 0.18088  -1.355
C -0.87389 1.64515 0.83869  -1.564
C 1.25690 -0.81160 -0.53214  0.784
C -0.81137 -0.60003 -0.35575  0.659
C -0.33616 0.74483 -0.24202  0.672
N 0.15611 1.51145 -1.35120  -0.577
O 2.19880 -0.72706 -1.51411  -0.505
N 0.09421 -1.40537 -0.90553  -0.663
H 3.07086 -0.54285 -1.14277  0.360
H -0.57322 2.11088 -1.73141  0.216
H 0.53656 0.93829 -2.09461  0.264
H 2.50577 -1.71862 0.94497  0.459
H 2.36735 0.04291 1.10772  0.357
H 1.02464 -0.99517 1.60135  0.302
H -2.94946 -0.49763 -0.07696  0.313
H -2.07613 -1.23524 1.27105  0.286
H -2.27735 -2.13842 -0.21787  0.408
H -1.67858 2.29460 0.46543  0.364
H -0.08005 2.30421 1.19960  0.362
H -1.26712 1.08575 1.68870  0.330



Entry C
Here is one molecule with the formula C6H12N2O from the OMol25 dataset. Energies are from the ωB97M-V functional and the def2-TZVPD basis.

The gap between HOMO and LUMO is 0.3765 Ha. Its net charge is 0. As for the spin multiplicity: 1.

Last column: Mulliken charge in e.
Positions of all 21 atoms, in Å:
C -1.05456 -1.69418 0.35988  -1.440
C -0.13070 -0.48912 0.53981  0.399
C 1.15944 -0.70620 -0.26158  -0.641
C 2.36859 0.05264 0.24337  0.414
N 2.50585 1.34187 -0.08245  -0.489
N -0.68259 0.82520 0.19405  -0.113
C -1.52560 1.00398 -0.97111  -0.414
C -2.07588 1.14432 0.40473  -0.393
H -0.53342 -2.59946 0.69836  0.450
H -1.97227 -1.60455 0.95574  0.359
H -1.33101 -1.84328 -0.69366  0.314
H 0.12922 -0.42074 1.60883  0.199
H 1.42282 -1.77129 -0.26816  0.320
H 0.98138 -0.41635 -1.31097  0.285
H -1.31777 1.88842 -1.57687  0.248
H -1.82345 0.11793 -1.53721  0.182
H -2.74482 0.35531 0.75724  0.175
H -2.27597 2.13415 0.82029  0.247
O 3.51264 -0.49316 0.17834  -0.714
H 1.71137 1.92914 0.18293  0.252
H 3.67674 1.24538 -0.24157  0.361



Entry D
Here is one molecule with the formula C6H12N2O from the OMol25 dataset. Energies are from the ωB97M-V functional and the def2-TZVPD basis.

The gap between HOMO and LUMO is 0.3503 Ha. Its net charge is 0. As for the spin multiplicity: 1.

Last column: Mulliken charge in e.
Positions of all 21 atoms, in Å:
C -0.67974 0.90350 -0.37484  0.905
C 0.88101 0.37860 -0.44421  -0.865
C -0.82310 2.07038 -1.34549  -1.591
C 1.05875 -0.68561 0.56568  0.653
N -1.52843 -0.18831 -0.77930  -0.588
C 0.74529 -2.05783 0.14235  -0.424
C 1.22394 -0.39520 1.87396  -1.223
O -0.94342 1.35099 0.91644  -0.572
N 0.61483 -2.99363 0.97958  -0.571
H -0.45440 0.74836 1.57662  0.482
H -2.44611 0.13304 -1.06188  0.273
H -1.62183 -0.88009 -0.04379  0.202
H 0.42752 -3.90398 0.56504  0.255
H 1.49829 1.24739 -0.21769  0.352
H 1.05553 0.03087 -1.46088  0.390
H 0.64937 -2.18946 -0.94438  0.390
H -0.08950 2.83642 -1.11705  0.379
H -1.81649 2.50107 -1.23635  0.389
H -0.69080 1.72349 -2.36621  0.384
H 1.59022 0.57135 2.19218  0.380
H 1.34906 -1.20134 2.58021  0.400



Which of them is the most stable? Correct choice: entry D.



Entry A
Here is an isolated ion of composition C5H12NO2 and charge +1 from the OMol25 dataset. Energies are from the ωB97M-V functional and the def2-TZVPD basis.

The gap between HOMO and LUMO is 0.3758 Ha. Its net charge is +1. As for the spin multiplicity: 1.

Last column: Mulliken charge in e.
Positions of all 20 atoms, in Å:
C 1.91940 -0.45443 0.13490  -0.774
O 2.69763 0.25670 1.11017  -0.564
C 0.56141 0.22492 0.08788  0.283
C -0.54705 -0.72341 -0.31462  -1.285
C -1.95368 -0.15803 -0.46775  -0.550
C -2.14384 0.45773 -1.85360  -0.025
O -1.20818 0.68546 -2.56358  -0.429
N 0.30950 0.71641 1.49677  -0.239
H 2.44721 -0.44634 -0.80910  0.436
H 1.77104 -1.50521 0.42941  0.352
H 3.62740 0.03008 1.02099  0.350
H 0.56107 1.10701 -0.55155  0.316
H -0.49642 -1.63713 0.28528  0.530
H -0.23479 -1.15720 -1.26130  0.522
H -2.62779 -1.00770 -0.40774  0.334
H -2.24337 0.54328 0.31729  0.296
H -3.18327 0.65110 -2.16131  0.385
H 0.85757 0.11809 2.12230  0.383
H 0.56974 1.68743 1.65064  0.354
H -0.68361 0.61123 1.73490  0.326



Entry B
Here is a 2-piece molecular cluster, C5H12NO2 overall from the OMol25 dataset. Energies are from the ωB97M-V functional and the def2-TZVPD basis.

The gap between HOMO and LUMO is 0.1096 Ha. Its net charge is +1. As for the spin multiplicity: 1.

Last column: Mulliken charge in e.
Positions of all 20 atoms, in Å:
O 1.41717 -1.20590 0.55497  -0.401
C 0.55964 -0.34841 0.73237  0.544
O -0.29565 -0.51554 1.79272  -0.410
C 0.31202 0.76779 -0.05004  0.194
C -0.60625 1.89690 0.14165  -0.664
C -2.06625 1.52127 0.12721  -0.591
C -2.41274 0.85741 -1.18319  -0.988
N 3.89956 -3.46756 -0.24726  -0.666
H 0.09124 -1.31219 2.27852  0.379
H 1.11557 0.85939 -0.81241  0.412
H -0.45447 2.46643 1.03649  0.391
H -0.48444 2.72195 -0.60529  0.393
H -2.76715 2.27879 0.65268  0.360
H -2.12715 0.87844 0.93219  0.373
H -2.05546 1.50760 -2.01527  0.322
H -2.05831 -0.20991 -1.03154  0.345
H -3.51440 0.80899 -1.28935  0.314
H 4.58546 -2.77476 0.09982  0.243
H 2.98786 -3.30897 0.21757  0.204
H 3.87374 -3.42173 -1.33184  0.244



Which of them is the most stable? Correct choice: entry A.



Entry A
Here is one molecule with the formula C20H31N3O3S from the OMol25 dataset. Energies are from the ωB97M-V functional and the def2-TZVPD basis.

The gap between HOMO and LUMO is 0.3333 Ha. Its net charge is 0. As for the spin multiplicity: 1.

Last column: Mulliken charge in e.
Positions of all 58 atoms, in Å:
C 3.61326 1.99701 -2.83277  -1.502
C 3.45022 0.80207 -1.94422  1.139
C 2.80512 -0.33770 -2.40374  -0.589
C 2.60161 -1.42128 -1.57121  -0.557
C 3.05299 -1.39395 -0.26005  0.551
C 3.70957 -0.26072 0.20024  -0.303
C 3.90592 0.82327 -0.63307  -0.772
H 4.41136 1.70254 -0.25833  0.364
H 4.06378 -0.23347 1.22151  0.469
C 2.72872 -2.51148 0.69457  -1.544
N 1.54636 -2.13204 1.45363  0.000
C 1.64115 -1.72091 2.72988  0.155
O 2.64080 -1.87926 3.40610  -0.695
C 0.39117 -1.07721 3.35135  0.713
C 0.83472 0.19194 4.09463  -1.262
C 1.29018 1.25462 3.09490  -0.326
C 0.18972 1.53925 2.07323  -0.898
N -0.20995 0.30190 1.45097  0.211
S -0.47363 0.24082 -0.15629  1.735
O 0.49711 1.06420 -0.79829  -0.755
O -0.53559 -1.15769 -0.49344  -0.900
N -1.97065 0.97373 -0.36448  -0.029
C -2.14305 1.58009 -1.67636  -1.132
C -2.76193 0.58921 -2.65554  -0.748
H -2.75757 1.00525 -3.66329  0.489
H -2.13676 -0.30662 -2.65628  0.276
C -4.19515 0.22906 -2.22657  0.531
C -4.53100 -1.20246 -2.63717  -1.600
H -5.56569 -1.43935 -2.39842  0.435
H -4.38879 -1.33015 -3.70777  0.407
H -3.88503 -1.90817 -2.11994  0.293
C -4.35192 0.42824 -0.70974  -1.223
C -3.06462 0.09554 0.03402  -0.444
H -2.78320 -0.94596 -0.16088  0.453
H -3.21077 0.21610 1.11203  0.211
H -4.62401 1.46180 -0.49129  0.363
H -5.15002 -0.21213 -0.33145  0.466
H -4.89726 0.90294 -2.72930  0.329
H -1.15092 1.89103 -2.00094  0.522
H -2.77120 2.46963 -1.56827  0.397
C -0.71129 -0.69828 2.36105  -1.579
H -1.56878 -0.29895 2.92522  0.474
H -1.05409 -1.55197 1.77695  0.524
H -0.67433 2.01300 2.56250  0.244
H 0.54984 2.18660 1.27461  0.448
H 2.17198 0.89417 2.56480  0.057
H 1.55145 2.17625 3.61650  0.436
H 0.00358 0.57470 4.69191  0.443
H 1.65760 -0.06188 4.76349  0.498
H -0.00646 -1.79614 4.07636  0.459
H 0.76459 -1.86250 0.87266  0.101
H 3.53443 -2.67425 1.41439  0.573
H 2.51937 -3.44030 0.15673  0.388
H 2.07807 -2.29229 -1.93804  0.312
H 2.44281 -0.36924 -3.42149  0.356
H 4.46082 2.60401 -2.52233  0.391
H 2.71351 2.60984 -2.77376  0.252
H 3.75181 1.69753 -3.86951  0.394



Entry B
Here is one molecule with the formula C20H31N3O3S from the OMol25 dataset. Energies are from the ωB97M-V functional and the def2-TZVPD basis.

The gap between HOMO and LUMO is 0.3464 Ha. Its net charge is 0. As for the spin multiplicity: 1.

Last column: Mulliken charge in e.
Positions of all 58 atoms, in Å:
C 5.70680 -1.62522 4.88624  -1.386
H 6.21563 -0.96784 5.58715  0.354
C 4.25243 -1.19973 4.71073  -0.145
C 4.12948 0.21273 4.17971  -0.725
H 4.51949 0.31861 3.17172  0.364
H 4.59880 0.94181 4.83564  0.455
S 2.37149 0.65802 4.09279  1.153
O 2.28228 1.99928 3.57727  -0.697
O 1.77276 0.39064 5.36928  -0.671
N 1.82374 -0.45556 2.96569  0.132
C 0.75670 -1.33500 3.39659  -1.142
C -0.60812 -0.65241 3.32892  -1.361
H -1.38247 -1.37972 3.57641  0.471
H -0.62532 0.14953 4.07054  0.502
C -0.88670 -0.04826 1.94579  0.250
C -1.13560 -1.13267 0.89997  0.170
O -0.75527 -2.28195 1.04622  -0.679
N -1.81724 -0.77809 -0.21552  0.282
C -2.34445 0.50849 -0.59049  -1.142
H -3.40548 0.37337 -0.83638  0.433
C -1.60190 1.05936 -1.82141  -0.466
N -1.07133 -0.03616 -2.60986  0.246
C -1.99196 -1.15206 -2.63654  -0.477
C -2.01311 -1.78938 -1.24166  -1.082
H -2.96301 -2.31234 -1.07567  0.190
H -1.20217 -2.51223 -1.13248  0.510
H -1.63491 -1.89031 -3.35568  0.383
H -3.00828 -0.84741 -2.94105  0.326
C -0.54644 0.37634 -3.90289  -1.630
C -1.58082 0.94400 -4.84538  0.806
C -2.35392 0.10602 -5.64050  -0.251
C -3.34903 0.62173 -6.45165  -0.700
C -3.58689 1.98542 -6.47871  -0.392
C -2.81662 2.83081 -5.69915  -0.664
C -1.82092 2.31276 -4.88928  -0.250
H -1.21346 2.97994 -4.29342  0.404
H -2.99011 3.89682 -5.72231  0.376
H -4.36469 2.38814 -7.11041  0.378
H -3.93945 -0.04246 -7.06584  0.378
H -2.16906 -0.95874 -5.63265  0.353
H -0.07127 -0.50047 -4.35096  0.557
H 0.22726 1.12489 -3.70756  0.470
H -0.75576 1.68391 -1.51620  0.364
H -2.30268 1.69063 -2.39462  0.308
H -2.27939 1.22294 0.22617  0.347
H -1.78784 0.56706 2.03348  0.627
C 0.29634 0.83632 1.52397  0.064
C 1.61380 0.06881 1.63446  -1.551
H 2.44856 0.73348 1.40814  0.522
H 1.62271 -0.77646 0.93958  0.563
H 0.17283 1.18617 0.49874  -0.157
H 0.35595 1.70089 2.18781  0.521
H 0.97362 -1.62618 4.42380  0.495
H 0.76370 -2.21533 2.75011  0.610
H 3.74742 -1.87655 4.01951  0.178
H 3.73124 -1.24780 5.66818  0.303
H 6.23344 -1.58727 3.93544  0.344
H 5.75918 -2.64130 5.26822  0.381



Which of them is the most stable? Correct choice: entry A.